# C44H59MgNO4P2Si

A molecular structure, C44H59MgNO4P2Si at a distorted geometry (ωB97M-V/def2-TZVPD, OMol25).

Structure (XYZ):
```
112
Properties=species:S:1:pos:R:3
Mg -0.11965 1.79446 -0.01015
C 3.72099 2.77686 0.63726
Si 2.36027 1.67362 -0.09647
C 2.71783 -0.00651 0.78486
C 3.87704 -0.70219 0.40706
C 4.27105 -1.87536 1.02857
C 3.50718 -2.38907 2.07084
C 2.35723 -1.72701 2.46411
C 1.94076 -0.54655 1.83266
P 0.36285 0.26084 2.34594
C -0.68275 -1.14210 2.92759
C -0.83915 -2.20203 1.81293
C -2.19157 -2.92740 1.88108
C -2.64123 -3.09937 3.32947
C -2.89508 -1.73276 3.99382
C -2.06051 -0.61437 3.34957
C 0.79448 1.13383 3.92491
C 1.42273 0.29570 5.03952
C 1.61042 1.14345 6.30122
C 2.47602 2.37045 6.02071
C 1.90033 3.19803 4.87260
C 1.69604 2.33642 3.62702
C 2.89268 1.50455 -1.93590
C 4.14268 1.99383 -2.34039
C 4.48416 2.14470 -3.67824
C 3.56078 1.82523 -4.66131
C 2.32435 1.31099 -4.29650
C 1.98797 1.12691 -2.95415
P 0.40901 0.35715 -2.43711
C -0.66016 0.41180 -3.94931
C -2.13652 0.26206 -3.53021
C -3.03624 0.29511 -4.76321
C -2.77906 -0.91507 -5.68522
C -1.40053 -1.54177 -5.43883
C -0.33384 -0.47848 -5.17924
C 0.96082 -1.37226 -2.04651
C 2.01686 -2.03720 -2.92997
C 2.48913 -3.33817 -2.27348
C 1.32078 -4.28875 -2.01490
C 0.25214 -3.61220 -1.15739
C -0.22601 -2.31695 -1.81596
H 4.68346 2.25490 0.66589
H 3.47634 3.07422 1.65710
H 3.84337 3.69310 0.05103
H 4.47953 -0.31116 -0.40915
H 5.17031 -2.38808 0.70708
H 3.80702 -3.30041 2.57456
H 1.77252 -2.14129 3.27695
H -0.22448 -1.60023 3.80666
H -0.03017 -2.92937 1.88915
H -0.73493 -1.72174 0.83898
H -2.11022 -3.89833 1.38791
H -2.95355 -2.36215 1.33186
H -1.86324 -3.64286 3.87452
H -3.54178 -3.71307 3.38063
H -2.65934 -1.79381 5.05883
H -3.95404 -1.47371 3.92377
H -1.96829 0.22076 4.04683
H -2.57244 -0.22098 2.46724
H -0.16618 1.52282 4.28798
H 2.39899 -0.06849 4.70229
H 0.81207 -0.57875 5.27597
H 2.05519 0.53862 7.09462
H 0.62744 1.46945 6.66037
H 3.48602 2.04094 5.75173
H 2.56806 2.98192 6.92086
H 2.56154 4.03617 4.64169
H 0.93731 3.62336 5.17687
H 2.66688 1.95699 3.29285
H 1.28469 2.93569 2.81022
H 4.86870 2.28329 -1.58829
H 5.46084 2.52732 -3.95005
H 3.79986 1.96895 -5.70824
H 1.62147 1.05062 -5.07665
H -0.53961 1.46041 -4.24073
H -2.39972 1.07420 -2.84993
H -2.28962 -0.67419 -2.98116
H -2.83730 1.22644 -5.30313
H -4.08504 0.32922 -4.46454
H -2.85544 -0.60194 -6.72875
H -3.54976 -1.67351 -5.53282
H -1.10750 -2.14518 -6.30011
H -1.45330 -2.22638 -4.58997
H -0.27160 0.15897 -6.06754
H 0.64145 -0.94930 -5.07747
H 1.42813 -1.21029 -1.06630
H 2.86414 -1.36783 -3.09031
H 1.59479 -2.27471 -3.91140
H 2.97265 -3.09664 -1.31968
H 3.23937 -3.81999 -2.90488
H 1.67346 -5.20399 -1.53419
H 0.87674 -4.58158 -2.97448
H 0.67840 -3.37236 -0.17607
H -0.59200 -4.28646 -0.99017
H -0.98909 -1.82983 -1.20343
H -0.68800 -2.56046 -2.77824
O -1.68247 0.37258 -0.08056
C -2.89986 0.56062 -0.08021
C -3.56381 1.83250 -0.01859
C -4.96188 1.83395 -0.03344
C -5.64259 3.01623 0.00293
C -4.95437 4.24179 0.04746
C -3.59045 4.26527 0.06084
C -2.82796 3.06294 0.03046
O -1.55058 3.10434 0.04161
N -7.10302 3.00496 -0.01547
O -7.67665 4.07728 -0.00279
O -7.66425 1.92782 -0.09496
H -3.56170 -0.31752 -0.14003
H -5.51142 0.90069 -0.07280
H -5.53036 5.15670 0.06921
H -3.04700 5.20019 0.09237
```

LUMO energy = -0.32 eV
multiplicity = 1
M = 780.3 g/mol
charge = 0
frontier orbital gap = 6.9 eV
HOMO = -7.177 eV
energy above the lowest of the compared OMol25 structures with the same formula, charge and spin = 0.084 eV


# C44H60BiBr2N3OP2Si

A molecular structure, C44H60BiBr2N3OP2Si (ωB97M-V/def2-TZVPD, OMol25).

Structure (XYZ):
```
114
Properties=species:S:1:pos:R:3
Bi -1.33735 -0.28764 1.33444
Br 3.08358 5.47682 3.22029
C 1.72428 4.18187 3.10509
C 0.38197 4.57520 3.12792
C -0.62268 3.64163 3.00536
C -0.32975 2.28162 2.83601
O -1.34827 1.44253 2.65046
C 1.02381 1.88159 2.89495
C 1.39993 0.49806 3.02306
N 0.61284 -0.48202 2.76160
C 0.90800 -1.81772 3.13143
C 2.15163 -2.32687 3.38576
C 2.30759 -3.63971 3.87860
C 1.21871 -4.42120 4.13377
C -0.08006 -3.93910 3.84481
C -1.24951 -4.70131 4.07041
C -2.47389 -4.18749 3.75408
C -2.53370 -2.91569 3.16506
N -1.47011 -2.17478 2.94026
C -0.23311 -2.64986 3.30218
C 2.03808 2.85128 3.02388
H 0.13565 5.62280 3.24111
H -1.66252 3.94415 3.01518
H 2.38699 0.30426 3.44655
H 3.03275 -1.72040 3.21814
H 3.30301 -4.01390 4.07362
H 1.33234 -5.41260 4.55255
H -1.15888 -5.69281 4.49692
H -3.38400 -4.74530 3.92177
H -3.48629 -2.50464 2.85022
H 3.07358 2.53375 3.05094
C -2.51708 2.30266 -2.14672
P -1.93797 2.09667 -0.42840
C -0.36341 3.02657 -0.48790
C -3.06982 3.12921 0.56430
C -3.12700 4.50820 0.40636
C -3.91796 5.28283 1.24416
C -4.65794 4.67960 2.24748
C -4.64788 3.29682 2.38923
C -3.87103 2.51709 1.54226
P -3.92011 0.69867 1.60712
C -4.83635 0.20556 3.09145
C -5.03272 0.25142 0.24201
H -2.42601 3.35000 -2.43839
H -3.55541 1.99204 -2.25586
H -1.89553 1.69871 -2.80926
H -0.54820 4.09947 -0.53679
H 0.17286 2.71419 -1.38428
H 0.26569 2.81618 0.37583
H -2.54545 4.99491 -0.36731
H -3.94381 6.35730 1.12193
H -5.25371 5.28196 2.92004
H -5.25000 2.84883 3.16740
H -4.21476 0.30817 3.98047
H -5.13478 -0.83625 2.97449
H -5.74035 0.80258 3.20699
H -5.91772 0.88811 0.27735
H -5.32800 -0.79698 0.31865
H -4.53186 0.38985 -0.71507
N -1.63099 -2.28294 -0.76933
C -2.98352 -2.67140 -0.97027
C -3.57915 -3.59893 -0.12181
C -4.92608 -3.90334 -0.26618
C -5.68269 -3.30037 -1.26312
C -5.07504 -2.40058 -2.12838
C -3.73387 -2.07842 -1.97969
H -1.21678 -1.84682 -1.58464
H -1.03282 -3.04311 -0.46751
H -2.97910 -4.10849 0.62505
H -5.38211 -4.63584 0.38752
H -6.72977 -3.54478 -1.37665
H -5.64628 -1.95400 -2.93199
H -3.25787 -1.38718 -2.66793
C 3.82402 2.37703 -1.44748
C 4.25599 0.90984 -1.30782
C 5.68627 0.77083 -1.86838
C 4.29072 0.60978 0.20062
Si 3.09040 -0.25220 -2.27832
Br 1.19790 -0.30971 -0.89882
C 2.40908 0.45410 -3.91899
C 1.46284 1.64846 -3.72111
C 3.59076 0.90922 -4.80002
C 1.60753 -0.60391 -4.69175
C 3.62813 -2.08244 -2.34536
C 4.31976 -2.50825 -1.04128
C 2.45373 -3.05374 -2.54840
C 4.62637 -2.27131 -3.50611
H 4.49398 2.99756 -0.84483
H 2.80654 2.53892 -1.08082
H 3.88744 2.73980 -2.47193
H 6.33930 1.48795 -1.36288
H 5.73903 0.98225 -2.93728
H 6.10476 -0.22110 -1.70130
H 4.98580 1.31135 0.67287
H 4.63441 -0.39537 0.43197
H 3.30972 0.75284 0.65968
H 1.92231 2.48756 -3.20452
H 0.56630 1.35196 -3.17244
H 1.14562 2.00339 -4.70643
H 4.14044 1.74074 -4.35954
H 3.20591 1.25055 -5.76515
H 4.29969 0.10488 -4.99940
H 0.77024 -0.99015 -4.10470
H 2.21810 -1.44457 -5.01546
H 1.19439 -0.14058 -5.59255
H 3.66837 -2.37440 -0.17373
H 5.25176 -1.97494 -0.86231
H 4.56531 -3.57221 -1.10898
H 1.76019 -3.02387 -1.70615
H 2.85544 -4.06953 -2.60938
H 1.89273 -2.87165 -3.46113
H 5.49378 -1.61422 -3.42538
H 4.16724 -2.10489 -4.47982
H 4.99544 -3.30067 -3.49414
```

LUMO energy = -5.59 eV
multiplicity = 1
M = 1105.8 g/mol
charge = +2
frontier orbital gap = 7.1 eV
HOMO = -12.739 eV
energy above the lowest of the compared OMol25 structures with the same formula, charge and spin = 0.000 eV


# C44H60Cl4Cu2N4O3

A molecular structure, C44H60Cl4Cu2N4O3 at a distorted geometry (ωB97M-V/def2-TZVPD, OMol25).

Structure (XYZ):
```
117
Properties=species:S:1:pos:R:3
C 14.64344 -26.64810 30.23273
N 15.27136 -25.75709 29.23383
C 15.00758 -25.91841 27.93692
C 15.64388 -25.18982 26.95366
C 16.40730 -24.08848 27.35660
C 16.69845 -23.95395 28.71141
C 16.08309 -24.77193 29.66097
C 17.03082 -23.20497 26.33080
C 17.39761 -23.73680 25.12732
C 18.03649 -22.95509 24.10742
N 18.21998 -21.61385 24.38104
C 17.85121 -21.05625 25.52104
C 17.27656 -21.81920 26.56258
C 18.81262 -20.86665 23.21096
H 15.02463 -26.53135 31.24721
H 14.57853 -27.68864 29.91467
H 13.61214 -26.32497 30.37453
H 14.39593 -26.76544 27.66334
H 15.46432 -25.51129 25.93837
H 17.30248 -23.10716 29.00208
H 16.25934 -24.65410 30.71995
H 17.48158 -24.79732 24.94118
H 18.29201 -23.34246 23.13220
H 18.04932 -19.99546 25.56421
H 16.87548 -21.31374 27.42863
H 19.39905 -21.54110 22.58701
H 19.34219 -20.00923 23.62629
H 17.90882 -20.59933 22.66343
Cu 15.65703 -20.77847 17.38577
Cu 14.93998 -23.80966 19.84728
C 20.40872 -26.96571 12.11415
C 18.86071 -26.73450 12.22387
C 18.10525 -27.61234 13.20657
C 18.60960 -27.64661 14.66484
N 17.67544 -28.43940 15.58133
C 18.35303 -28.60277 16.96166
C 17.62114 -29.81475 17.62015
C 17.07373 -30.65814 16.41119
C 17.62348 -29.91898 15.19685
C 16.25776 -27.71958 15.75497
H 20.92729 -27.55460 12.87071
H 20.87174 -25.97926 12.13935
H 20.71324 -27.52489 11.22946
H 18.47798 -26.73616 11.20328
H 18.79261 -25.68311 12.50322
H 18.29893 -28.59328 12.77258
H 17.04367 -27.36532 13.19555
H 18.45352 -26.63928 15.05086
H 19.65244 -27.93942 14.78667
H 18.19877 -27.64879 17.46588
H 19.43373 -28.71357 16.87276
H 16.84573 -29.38899 18.25699
H 18.38102 -30.42132 18.11286
H 16.00079 -30.84322 16.35981
H 17.62468 -31.59833 16.43572
H 16.91098 -29.91902 14.37196
H 18.61308 -30.18706 14.82682
H 15.80971 -27.51313 14.78300
H 16.42456 -26.93176 16.48957
H 15.62899 -28.44889 16.26572
C 20.09478 -22.85541 17.48270
O 18.77417 -22.91789 17.91874
H 20.49820 -21.95632 17.01689
H 20.81399 -23.17607 18.23637
H 20.31337 -23.55579 16.67660
Cl 21.79003 -20.35548 12.64151
C 19.99239 -20.18773 12.61293
C 19.58237 -19.13669 11.63433
Cl 19.77641 -19.71303 9.94778
H 19.65925 -20.10631 13.64757
H 19.64035 -21.14890 12.23834
H 20.20918 -18.24697 11.69432
H 18.50578 -18.96626 11.63694
Cl 22.56449 -14.68560 17.44379
C 22.69015 -16.30534 16.76968
C 22.24057 -17.38842 17.75924
Cl 22.97266 -17.38987 19.33979
H 23.75156 -16.37564 16.53185
H 22.06193 -16.46961 15.89421
H 22.54953 -18.33386 17.31339
H 21.17010 -17.39135 17.96466
C 26.27364 -23.06896 15.30418
C 26.96316 -22.24731 14.28663
C 28.51405 -22.66420 14.19049
C 28.71706 -24.11350 14.43322
N 28.86554 -25.21365 14.69773
H 26.69864 -23.06239 16.30789
H 26.18828 -24.14092 15.12608
H 25.26616 -22.69258 15.48142
H 26.87123 -21.16512 14.37893
H 26.53275 -22.55539 13.33377
H 29.12967 -22.16544 14.93905
H 28.94531 -22.37001 13.23363
C 18.33334 -30.21460 25.73866
C 18.46371 -29.65226 27.01233
C 19.25389 -28.48639 27.17126
C 19.97304 -27.91051 26.05828
C 19.83684 -28.50756 24.83250
C 18.97677 -29.58586 24.71727
C 20.44173 -27.85430 23.59635
O 20.36379 -28.36829 22.49331
C 21.22570 -26.62790 23.88293
C 21.59827 -25.91777 22.77836
C 22.14320 -24.63353 22.88020
C 22.36218 -24.09225 24.04911
C 22.05018 -24.81264 25.20558
C 21.39572 -26.04792 25.12875
C 20.86225 -26.68472 26.33101
O 21.05272 -26.22589 27.48498
H 17.76880 -31.11210 25.53327
H 17.94958 -30.08711 27.85671
H 19.32544 -28.06334 28.16237
H 18.83093 -30.07768 23.76688
H 21.36652 -26.19145 21.75964
H 22.23940 -24.05137 21.97564
H 22.78487 -23.10391 24.15363
H 22.24217 -24.39480 26.18280
```

LUMO energy = -12.67 eV
multiplicity = 1
M = 961.9 g/mol
charge = +4
frontier orbital gap = 2.9 eV
HOMO = -15.544 eV


The lowest HOMO belongs to which entry? C44H60Cl4Cu2N4O3


Which value of LUMO energy does entry 2 give? -5.59 eV